ORCA calculation (wB97M-V/def2-TZVPD) on a cluster of 10 separate species, C34H95N7O13 in total.

Each line ends with the Löwdin charge.
Cartesian coordinates (Å):
C 0.377 -0.236 -4.511  -0.094
O -0.690 -1.052 -4.947  -0.278
C -1.065 -0.893 -6.322  -0.160
C -2.302 -0.003 -6.204  -0.413
C -3.579 -0.568 -5.532  -0.029
N -2.697 0.417 -7.555  0.031
H 0.759 -0.559 -3.498  0.102
H 0.018 0.770 -4.371  0.052
H 1.152 -0.237 -5.270  0.089
H -0.223 -0.434 -6.889  0.134
H -1.314 -1.868 -6.737  0.122
H -1.931 0.854 -5.605  0.125
H -4.304 0.241 -5.428  0.079
H -3.401 -0.985 -4.542  0.045
H -4.013 -1.312 -6.180  0.082
H -2.154 1.181 -7.905  0.062
H -3.655 0.730 -7.597  0.061
C 1.882 -6.308 -7.456  -0.097
O 1.175 -5.187 -6.943  -0.183
C 1.348 -4.956 -5.567  -0.242
C 0.416 -3.918 -5.049  -0.483
C 0.739 -3.635 -3.641  -0.072
N -0.937 -4.507 -5.129  0.087
H 1.531 -6.562 -8.455  0.085
H 1.713 -7.143 -6.818  0.071
H 2.965 -6.106 -7.537  0.091
H 1.205 -5.860 -4.984  0.129
H 2.386 -4.510 -5.382  0.148
H 0.562 -3.028 -5.646  0.122
H 1.785 -3.480 -3.404  0.085
H 0.296 -4.356 -2.945  0.094
H 0.154 -2.696 -3.465  0.053
H -1.034 -4.695 -6.094  0.051
H -1.530 -3.734 -4.819  0.069
C 2.874 1.738 6.819  -0.111
O 3.811 0.695 6.744  -0.191
C 3.298 -0.567 6.498  -0.239
C 4.234 -1.718 6.899  -0.423
C 5.600 -1.602 6.134  -0.047
N 3.517 -2.943 6.667  0.034
H 3.436 2.678 7.015  0.095
H 2.167 1.607 7.666  0.089
H 2.269 1.830 5.842  0.082
H 2.429 -0.677 7.159  0.119
H 2.962 -0.710 5.452  0.117
H 4.406 -1.668 7.978  0.137
H 6.272 -2.452 6.288  0.067
H 6.106 -0.740 6.551  0.065
H 5.516 -1.577 5.046  0.066
H 3.519 -3.090 5.660  0.049
H 4.053 -3.715 7.058  0.076
C 5.105 7.145 1.121  -0.137
O 4.812 6.516 -0.080  -0.173
C 3.457 6.065 -0.100  -0.189
C 3.157 4.763 0.716  -0.420
C 3.910 3.582 0.054  -0.047
N 1.746 4.450 0.747  0.047
H 5.295 6.428 1.906  0.079
H 4.299 7.792 1.466  0.083
H 5.989 7.797 0.981  0.100
H 2.812 6.878 0.215  0.108
H 3.213 5.836 -1.128  0.121
H 3.474 4.806 1.754  0.131
H 4.956 3.787 0.140  0.067
H 3.684 3.347 -0.989  0.082
H 3.618 2.660 0.570  0.065
H 1.218 5.208 1.204  0.079
H 1.453 4.395 -0.212  0.056
C -2.425 -1.916 -2.307  -0.113
O -3.768 -2.161 -2.579  -0.198
C -4.562 -2.142 -1.371  -0.202
C -6.015 -2.099 -1.679  -0.430
C -6.555 -3.372 -2.377  -0.054
N -6.217 -0.907 -2.505  0.042
H -1.972 -2.756 -1.772  0.099
H -2.389 -0.971 -1.721  0.095
H -1.951 -1.707 -3.237  0.041
H -4.441 -3.003 -0.691  0.135
H -4.346 -1.238 -0.795  0.120
H -6.610 -1.914 -0.780  0.135
H -6.334 -4.275 -1.819  0.069
H -6.104 -3.566 -3.365  0.084
H -7.622 -3.238 -2.457  0.064
H -7.051 -0.972 -3.037  0.052
H -5.465 -0.750 -3.157  0.047
C -1.428 2.640 -2.681  -0.075
O -0.858 3.762 -1.962  -0.195
C -1.498 4.975 -2.174  -0.227
C -1.052 5.994 -1.098  -0.467
C -1.558 5.615 0.263  -0.081
N -1.597 7.245 -1.529  0.028
H -2.484 2.406 -2.503  0.093
H -0.841 1.739 -2.492  0.065
H -1.324 2.874 -3.746  0.079
H -1.196 5.268 -3.200  0.136
H -2.602 4.922 -2.123  0.130
H 0.006 6.101 -1.008  0.110
H -2.701 5.608 0.213  0.106
H -1.190 6.294 1.025  0.070
H -1.280 4.616 0.611  0.065
H -2.531 7.107 -1.934  0.082
H -1.658 7.949 -0.817  0.069
C 0.093 -0.706 0.104  -0.098
O 1.128 -0.481 1.052  -0.214
C 1.170 0.831 1.611  -0.178
C 0.123 0.994 2.708  -0.373
C 0.383 2.303 3.480  -0.056
N 0.073 -0.113 3.711  0.086
H 0.289 -1.754 -0.198  0.095
H 0.219 -0.138 -0.853  0.082
H -0.888 -0.547 0.590  0.090
H 2.163 0.933 2.013  0.119
H 1.096 1.598 0.818  0.121
H -0.854 0.984 2.270  0.118
H 0.444 3.193 2.847  0.053
H 1.343 2.211 4.006  0.054
H -0.380 2.505 4.263  0.078
H 0.800 -0.081 4.407  0.077
H -0.842 -0.100 4.089  0.027
O 0.299 -2.759 2.637  -0.132
C -0.699 -3.442 3.388  -0.198
C -2.035 -3.237 2.628  -0.278
O -1.996 -3.749 1.353  -0.071
H 0.230 -1.799 2.756  0.032
H -0.387 -4.505 3.447  0.131
H -0.841 -3.046 4.428  0.129
H -2.245 -2.153 2.598  0.104
H -2.803 -3.787 3.185  0.120
H -1.047 -3.823 1.114  0.094
O -2.713 -0.125 4.708  -0.078
C -3.862 0.322 3.990  -0.227
C -3.978 1.802 4.162  -0.242
O -4.317 2.012 5.547  -0.053
H -2.777 0.065 5.637  0.088
H -3.832 -0.030 2.948  0.130
H -4.758 0.017 4.467  0.108
H -4.680 2.192 3.431  0.120
H -2.961 2.203 3.977  0.116
H -4.255 2.956 5.663  0.080
O 2.888 -2.452 3.401  -0.087
C 3.698 -2.557 2.258  -0.261
C 4.680 -3.708 2.289  -0.235
O 4.038 -4.993 2.263  -0.063
H 1.962 -2.621 3.150  0.038
H 3.079 -2.606 1.358  0.122
H 4.287 -1.641 2.132  0.117
H 5.292 -3.669 3.191  0.108
H 5.338 -3.639 1.441  0.113
H 3.355 -4.895 2.925  0.064

Values from the calculation:
- Energy relative to the best compared isomer or geometry (same formula, charge and spin): 185.6 kJ/mol
- E: -73840.7092 eV
- E_HOMO: -0.33099 Eh
- Total charge: 0
- SMILES: COC[C@H](C)N.COC[C@H](C)N.COC[C@H](C)N.COC[C@H](C)N.COC[C@H](C)N.COC[C@H](C)N.COC[C@H](C)N.OCCO.OCCO.OCCO
- Orbital gap: 9.23 eV